# C24H31BBrN7O2W

A molecular structure, C24H31BBrN7O2W (ωB97M-V/def2-TZVPD, the Open Molecules 2025 dataset).

Element x y z (Å)
W1 -0.469 -0.054 -0.235
C1 -1.861 1.745 -2.572
C2 -3.203 1.339 -1.944
C3 -3.622 -0.106 -2.232
C4 -3.164 1.599 -0.471
C5 -3.966 2.367 0.356
C6 -3.398 2.273 1.618
N1 -2.329 1.480 1.561
N2 -2.180 1.044 0.276
B1 -1.142 1.280 2.541
N3 0.107 1.922 1.854
C7 0.860 2.952 2.252
C8 1.758 3.283 1.251
C9 1.501 2.397 0.211
N4 0.509 1.574 0.593
C10 2.104 2.323 -1.161
C11 1.739 3.579 -1.958
C12 3.618 2.129 -1.094
N5 -0.925 -0.247 2.672
C13 -1.090 -1.060 3.717
C14 -0.997 -2.375 3.292
C15 -0.762 -2.316 1.925
N6 -0.713 -1.015 1.565
C16 -0.595 -3.432 0.937
C17 0.731 -4.165 1.160
C18 -1.776 -4.402 1.026
H1 -1.711 1.279 -3.544
H2 -1.790 2.827 -2.679
H3 -0.983 1.474 -1.946
H4 -3.966 1.993 -2.368
H5 -2.971 -0.835 -1.743
H6 -4.635 -0.284 -1.872
H7 -3.594 -0.311 -3.301
H8 -4.841 2.927 0.075
H9 -3.681 2.739 2.549
H10 -1.341 1.780 3.601
H11 0.700 3.396 3.222
H12 2.487 4.074 1.270
H13 1.660 1.457 -1.673
H14 2.174 4.465 -1.494
H15 2.130 3.505 -2.972
H16 0.660 3.724 -2.014
H17 4.092 2.996 -0.631
H18 3.896 1.249 -0.513
H19 4.028 2.027 -2.099
H20 -1.279 -0.653 4.697
H21 -1.098 -3.260 3.897
H22 -0.593 -2.993 -0.070
H23 0.776 -4.567 2.173
H24 0.813 -4.999 0.464
H25 1.595 -3.514 1.020
H26 -1.784 -4.910 1.991
H27 -2.731 -3.891 0.902
H28 -1.690 -5.162 0.252
Br1 2.449 -0.396 2.188
C19 2.630 -1.050 0.441
C20 3.862 -1.609 0.108
C21 4.056 -2.124 -1.156
C22 3.002 -2.078 -2.065
C23 1.824 -1.516 -1.651
N7 1.611 -0.989 -0.421
C24 0.640 -1.467 -2.558
O1 0.605 -1.775 -3.697
O2 -0.456 -0.989 -1.872
H29 4.644 -1.631 0.852
H30 5.008 -2.559 -1.430
H31 3.074 -2.468 -3.071

Values from the calculation:
**Multiplicity**: 3
**<S²>**: 2.014
**Net charge**: +2
**HOMO-LUMO gap (alpha / beta)**: 7.174 / 7.876 eV
**E**: -112450.918 eV



# C32H31N11O2S3Zr

A molecular structure, C32H31N11O2S3Zr (ωB97M-V/def2-TZVPD, the Open Molecules 2025 dataset).

Element x y z (Å)
Zr1 -0.273 0.353 0.093
C1 -2.278 4.131 1.632
C2 -1.542 3.267 0.732
N1 -0.978 2.115 1.279
C3 -0.773 2.152 2.634
C4 -1.179 3.219 3.397
N2 -2.030 4.137 2.898
C5 -0.115 0.972 3.190
C6 0.193 0.860 4.526
C7 0.851 -0.274 5.010
C8 1.144 -1.268 4.063
C9 0.797 -1.105 2.745
N3 0.172 0.010 2.276
C10 1.068 -2.130 1.731
C11 1.727 -3.325 2.020
N4 1.973 -4.240 1.099
C12 1.570 -3.974 -0.136
C13 0.918 -2.792 -0.449
N5 0.650 -1.858 0.480
C14 1.204 -0.425 6.420
C15 0.436 0.180 7.416
C16 0.808 -0.004 8.740
N6 1.875 -0.711 9.099
C17 2.614 -1.278 8.152
C18 2.316 -1.177 6.801
H1 -3.048 4.791 1.245
H2 -0.865 3.802 0.058
H3 -0.894 3.351 4.430
H4 -0.051 1.661 5.206
H5 1.617 -2.178 4.394
H6 2.068 -3.551 3.021
H7 1.772 -4.715 -0.899
H8 0.623 -2.594 -1.465
H9 -0.459 0.744 7.190
H10 0.226 0.433 9.542
H11 3.481 -1.836 8.485
H12 2.974 -1.640 6.077
O1 0.949 6.522 -4.966
C19 0.225 5.607 -5.738
N7 -0.728 4.969 -4.828
C20 -0.365 3.985 -4.018
O2 0.719 3.403 -4.067
C21 -1.343 3.535 -2.949
C22 -2.504 4.175 -2.540
C23 -3.183 3.670 -1.447
C24 -2.616 2.626 -0.688
N8 -1.592 1.858 -1.240
C25 -0.993 2.328 -2.315
H13 1.322 7.214 -5.525
H14 0.857 4.824 -6.157
H15 -0.351 6.080 -6.533
H16 -1.607 5.441 -4.694
H17 -2.898 5.040 -3.059
H18 -4.114 4.114 -1.116
H19 -3.334 2.033 -0.130
H20 -0.183 1.754 -2.739
C26 4.462 -0.561 -0.995
N9 3.819 0.210 -2.062
C27 4.311 0.309 -3.346
C28 3.518 1.182 -4.012
N10 2.557 1.603 -3.129
C29 2.746 1.003 -1.949
S1 1.895 1.376 -0.464
H21 5.363 -0.047 -0.666
H22 4.723 -1.545 -1.376
H23 3.774 -0.655 -0.159
H24 5.182 -0.238 -3.667
H25 3.563 1.541 -5.025
H26 1.848 2.323 -3.348
S2 -0.792 -0.843 -2.301
C30 -2.118 -1.631 -1.622
N11 -2.676 -2.754 -1.979
C31 -3.837 -3.206 -1.184
C32 -3.638 -2.598 0.204
S3 -2.895 -0.969 -0.193
H27 -2.378 -3.254 -2.810
H28 -3.852 -4.293 -1.142
H29 -4.754 -2.855 -1.660
H30 -2.948 -3.168 0.822
H31 -4.576 -2.435 0.730

Values from the calculation:
**Net charge**: +4
**HOMO-LUMO gap (alpha / beta)**: 4.421 / 4.414 eV
**E**: -87924.749 eV



# C14H24BrF8I2O3P

3 unconnected molecules or ions with the total composition C14H24BrF8I2O3P (ωB97M-V/def2-TZVPD, the Open Molecules 2025 dataset).

Element x y z (Å)
C1 -0.417 -0.884 2.402
C2 -1.382 -0.097 1.391
I1 -1.282 2.029 1.993
C3 -0.897 -0.256 -0.160
I2 0.331 1.479 -0.634
P1 -2.451 -0.358 -1.275
Br1 -3.007 -2.587 -1.226
C4 -2.051 0.200 -3.031
C5 -0.785 -0.484 -3.718
O1 -0.561 -1.859 -3.347
C6 0.647 -2.036 -2.619
C7 1.923 -2.370 -3.520
F1 1.504 -2.211 -4.867
F2 2.384 -3.682 -3.404
C8 3.146 -1.373 -3.305
F3 2.669 -0.081 -3.527
F4 4.079 -1.638 -4.331
C9 3.926 -1.562 -1.934
F5 3.177 -2.172 -0.926
F6 5.007 -2.432 -2.191
C10 4.558 -0.231 -1.325
F7 5.950 -0.211 -1.548
F8 4.397 -0.257 0.082
H1 0.622 -0.416 2.386
H2 -0.776 -0.805 3.483
H3 -0.353 -1.987 2.140
H4 -2.454 -0.454 1.532
H5 -0.328 -1.241 -0.192
H6 -2.987 0.101 -3.674
H7 -1.811 1.317 -2.963
H8 0.155 0.135 -3.582
H9 -0.993 -0.491 -4.844
H10 0.933 -1.166 -1.953
H11 0.487 -2.934 -1.935
H12 4.087 0.730 -1.674
C11 3.130 0.119 5.383
C12 1.705 -0.232 5.004
O2 1.689 -1.329 4.096
H13 3.711 0.374 4.493
H14 3.154 0.963 6.074
H15 3.627 -0.735 5.853
H16 1.220 0.616 4.515
H17 1.120 -0.500 5.891
H18 2.110 -2.077 4.536
C13 -5.292 4.500 0.364
C14 -5.927 3.264 0.972
O3 -5.100 2.127 0.757
H19 -5.134 4.361 -0.708
H20 -5.922 5.379 0.518
H21 -4.311 4.689 0.810
H22 -6.896 3.066 0.510
H23 -6.078 3.392 2.049
H24 -4.248 2.304 1.176

Values from the calculation:
**Net charge**: 0
**HOMO-LUMO gap**: 7.893 eV
**E**: -138319.198 eV



# C13H16Cl2IN6O2SW

A molecular structure, C13H16Cl2IN6O2SW (ωB97M-V/def2-TZVPD, the Open Molecules 2025 dataset).

Element x y z (Å)
W1 -0.582 -0.027 -1.183
Cl1 -2.025 -5.932 0.610
C1 -0.705 -5.046 1.396
Cl2 -1.366 -3.959 2.563
H1 -0.186 -4.415 0.655
H2 -0.082 -5.772 1.857
C2 3.152 -0.324 -3.054
C3 2.435 0.153 -1.775
O1 1.414 -0.483 -1.486
N1 2.900 1.153 -1.087
C4 2.339 1.335 0.232
C5 1.143 2.280 0.281
C6 1.370 3.612 0.561
C7 0.331 4.472 0.745
C8 -0.973 4.053 0.595
C9 -1.114 2.737 0.089
N2 -0.083 1.879 -0.163
H3 3.133 -1.415 -2.984
H4 4.094 0.124 -3.146
H5 2.596 -0.037 -3.949
H6 3.743 1.594 -1.463
H7 3.210 1.788 0.831
H8 2.028 0.361 0.652
H9 2.448 3.926 0.630
H10 0.558 5.509 1.005
H11 -1.746 4.700 0.974
H12 -2.140 2.428 -0.025
S1 -1.037 1.074 -2.964
N3 3.357 -0.906 3.040
C10 2.211 -1.051 3.037
N4 0.889 -1.148 2.890
C11 0.454 -1.034 1.711
N5 -0.101 -0.926 0.671
N6 -3.240 -1.691 0.871
C12 -3.376 -0.789 -0.030
O2 -2.434 0.075 -0.282
C13 -4.703 -0.606 -0.564
I1 -1.194 -2.379 -2.330
H13 -2.305 -1.947 1.193
H14 -3.915 -2.403 1.068
H15 -4.861 0.185 -1.289
H16 -5.636 -1.150 -0.380

Values from the calculation:
**Multiplicity**: 3
**<S²>**: 2.043
**Net charge**: +1
**HOMO-LUMO gap (alpha / beta)**: 6.923 / 6.332 eV
**E**: -72577.001 eV



# C5H4NO3

2 unconnected molecules or ions with the total composition C5H4NO3 (ωB97M-V/def2-TZVPD, the Open Molecules 2025 dataset).

Element x y z (Å)
C1 -2.242 0.040 -0.204
C2 -3.035 -0.887 0.204
C3 -1.385 1.022 -0.225
C4 2.430 0.842 0.215
C5 1.295 -1.243 0.077
N1 1.118 -0.078 0.457
O1 2.043 1.943 -0.116
O2 -3.978 -1.653 0.362
O3 3.491 0.327 0.481
H1 -1.029 1.378 -1.280
H2 -1.353 1.805 0.594
H3 0.407 -1.879 -0.087
H4 2.237 -1.618 -0.478

Values from the calculation:
**Net charge**: -1
**HOMO-LUMO gap**: 6.949 eV
**E**: -12880.304 eV



# C18H62N6O13

13 unconnected molecules or ions with the total composition C18H62N6O13 (ωB97M-V/def2-TZVPD, the Open Molecules 2025 dataset).

Element x y z (Å)
C1 -0.784 -5.419 -0.582
C2 -0.166 -6.225 0.606
O1 -0.805 -7.490 0.881
H1 -1.875 -5.303 -0.297
H2 -0.625 -5.748 -1.590
H3 -0.342 -4.388 -0.583
H4 -0.183 -5.709 1.577
H5 0.867 -6.328 0.566
H6 -0.248 -7.939 1.522
C3 1.187 3.238 -3.783
C4 1.633 2.731 -2.439
O2 1.984 1.413 -2.625
H7 0.430 2.573 -4.008
H8 1.911 3.195 -4.629
H9 0.783 4.256 -3.817
H10 0.689 2.816 -1.791
H11 2.610 3.056 -1.996
H12 1.723 0.969 -1.866
C5 -4.392 3.476 1.936
C6 -3.244 2.655 1.480
O3 -2.385 3.208 0.539
H13 -4.144 4.382 2.576
H14 -5.082 2.725 2.269
H15 -4.755 4.013 1.065
H16 -3.715 1.706 1.032
H17 -2.814 2.194 2.328
H18 -1.923 2.546 -0.028
C7 -4.273 1.347 -1.764
C8 -5.362 2.211 -2.421
O4 -6.014 1.482 -3.413
H19 -3.737 0.710 -2.458
H20 -4.674 0.642 -0.995
H21 -3.540 1.954 -1.199
H22 -5.051 3.152 -2.809
H23 -6.148 2.452 -1.718
H24 -6.409 0.777 -2.912
C9 5.674 -0.932 2.415
C10 4.530 -1.640 1.752
O5 3.340 -1.028 2.001
H25 5.952 0.030 1.978
H26 6.571 -1.511 2.329
H27 5.615 -0.709 3.503
H28 4.599 -2.607 2.144
H29 4.714 -1.711 0.625
H30 3.267 -0.811 2.938
C11 -1.250 -0.017 3.190
O6 -1.868 0.324 4.414
N1 -1.929 -0.701 2.290
N2 -0.107 0.437 2.872
H31 -3.052 -0.668 2.370
H32 -1.509 -0.800 1.402
H33 0.349 0.912 3.591
H34 0.386 0.272 2.045
C12 3.905 2.464 0.871
O7 3.556 1.817 -0.277
N3 4.021 3.716 0.908
N4 3.929 1.940 2.058
H35 3.978 4.165 -0.001
H36 4.009 4.248 1.762
H37 3.879 0.936 2.231
H38 4.424 2.363 2.924
C13 -0.066 -0.160 -0.279
O8 -0.952 0.705 -0.930
N5 1.055 0.327 0.312
N6 -0.339 -1.451 -0.012
H39 1.032 1.380 0.297
H40 1.997 -0.095 0.567
H41 -1.203 -1.814 -0.357
H42 0.340 -2.100 0.557
C14 1.187 -3.007 2.820
O9 1.109 -3.172 1.371
H43 2.234 -3.154 3.155
H44 0.579 -3.717 3.377
H45 0.960 -2.050 3.186
H46 1.615 -3.978 1.295
C15 -1.067 0.093 -4.170
O10 -1.336 -1.094 -4.838
H47 -1.792 0.129 -3.327
H48 -1.110 1.045 -4.825
H49 -0.115 -0.005 -3.650
H50 -0.996 -1.853 -4.332
C16 0.775 4.442 0.474
O11 0.662 3.093 0.870
H51 0.065 5.031 0.976
H52 0.663 4.654 -0.599
H53 1.641 4.809 0.840
H54 0.510 3.069 1.798
C17 -3.064 -1.912 -1.491
O12 -2.846 -2.319 -0.195
H55 -4.020 -1.378 -1.556
H56 -3.269 -2.677 -2.152
H57 -2.235 -1.309 -1.924
H58 -3.677 -2.205 0.304
C18 2.605 -1.896 -1.444
O13 1.291 -2.033 -1.953
H59 2.648 -2.620 -0.601
H60 2.939 -0.877 -1.117
H61 3.376 -2.142 -2.168
H62 0.696 -1.580 -1.273

Values from the calculation:
**Net charge**: 0
**HOMO-LUMO gap**: 8.544 eV
**E**: -55221.949 eV



# C9H30BF4O9

7 unconnected molecules or ions with the total composition C9H30BF4O9 (ωB97M-V/def2-TZVPD, the Open Molecules 2025 dataset).

Element x y z (Å)
B1 -0.216 -0.077 -1.360
F1 -1.452 -0.309 -1.917
F2 0.737 -0.909 -2.053
F3 0.247 1.242 -1.617
F4 -0.109 -0.194 0.032
O1 2.647 0.746 -3.074
H1 2.054 0.110 -2.618
H2 2.124 1.548 -3.136
O2 -0.357 -1.941 -4.730
H3 0.136 -2.304 -5.472
H4 0.317 -1.545 -4.162
C1 -1.001 -3.551 0.810
C2 -2.000 -2.648 1.530
O3 -1.625 -1.312 1.772
O4 -0.401 -3.028 -0.364
H5 -1.526 -4.445 0.480
H6 -0.236 -3.831 1.541
H7 -2.406 -3.123 2.428
H8 -2.914 -2.596 0.909
H9 -1.406 -0.943 0.904
H10 0.080 -2.201 -0.244
C3 2.433 -2.296 1.986
C4 2.892 -3.120 0.768
O5 4.251 -3.519 0.842
O6 2.153 -3.155 3.079
H11 1.541 -1.707 1.764
H12 3.146 -1.553 2.368
H13 2.684 -2.563 -0.148
H14 2.243 -3.997 0.763
H15 4.763 -3.130 0.133
H16 2.955 -3.566 3.409
C5 -2.982 2.461 -1.184
C6 -4.097 2.950 -0.277
O7 -5.400 2.475 -0.665
O8 -2.600 3.434 -2.148
H17 -3.323 1.643 -1.835
H18 -2.284 1.877 -0.573
H19 -4.121 4.042 -0.197
H20 -3.962 2.639 0.764
H21 -5.980 2.550 0.094
H22 -2.103 2.939 -2.808
C7 0.138 2.997 1.696
C8 1.502 3.256 1.062
C9 2.446 2.091 1.352
O9 1.327 3.364 -0.342
H23 -0.250 1.986 1.535
H24 -0.652 3.587 1.214
H25 -0.007 3.211 2.759
H26 1.859 4.249 1.345
H27 2.874 2.185 2.355
H28 3.267 2.127 0.638
H29 1.850 1.183 1.285
H30 0.745 2.669 -0.695

Values from the calculation:
**Net charge**: -1
**HOMO-LUMO gap**: 9.721 eV
**E**: -39800.501 eV



# C2H10N2S2

2 unconnected molecules or ions with the total composition C2H10N2S2 (ωB97M-V/def2-TZVPD, the Open Molecules 2025 dataset).

Element x y z (Å)
C1 1.937 1.331 0.635
S1 3.348 0.619 -0.237
S2 2.837 -1.363 -0.437
H1 2.009 1.173 1.706
H2 1.956 2.396 0.396
H3 1.019 0.899 0.240
H4 1.944 -1.253 -1.438
N1 -2.677 0.258 -0.589
C2 -1.558 -0.649 -0.635
N2 -1.004 -0.954 0.686
H5 -2.391 1.068 -0.043
H6 -3.401 -0.164 -0.007
H7 -0.799 -0.173 -1.272
H8 -1.860 -1.580 -1.125
H9 -1.315 -0.351 1.428
H10 -0.045 -1.255 0.693

Values from the calculation:
**Net charge**: 0
**Structure (SMILES)**: CSS.NCN
**HOMO-LUMO gap**: 9.595 eV
**E**: -26886.543 eV



# C2H2F2P

2 unconnected molecules or ions with the total composition C2H2F2P (ωB97M-V/def2-TZVPD, the Open Molecules 2025 dataset).

Element x y z (Å)
C1 1.758 -0.209 -0.353
C2 1.961 0.278 0.754
F1 -2.063 1.087 0.015
F2 -2.642 -0.906 -1.102
P1 -2.960 -0.148 0.214
H1 1.392 -0.640 -1.226
H2 2.555 0.538 1.697

Values from the calculation:
**Net charge**: +1
**HOMO-LUMO gap**: 4.436 eV
**E**: -16819.456 eV